Formula: C28H19F6N7O8OsS2
Source: the OMol25 dataset
Level of theory: wB97M-V/def2-TZVPD

XYZ file:
```
71
Properties=species:S:1:pos:R:3:forces:R:3:mulliken_spin:R:1
Os 1.4560 0.1757 -0.1411 1.12 -0.97 -0.54 1.75
C 3.5573 1.7833 -3.5253 -0.11 -0.53 0.31 0.07
C 2.9381 3.0174 -3.7568 -0.27 0.03 0.24 0.02
C 1.7890 3.3042 -3.0822 0.35 -0.10 -0.13 0.05
C 1.2153 2.3549 -2.1974 -0.11 -0.16 -0.11 -0.01
N 1.9018 1.2067 -1.8862 -0.65 0.54 0.29 0.02
C 3.0233 0.9528 -2.5678 1.10 -0.21 -0.99 -0.01
N -0.0163 2.6016 -1.7944 -0.62 0.68 -0.08 0.13
C -0.7512 1.9166 -0.9540 0.10 0.34 -0.63 0.22
N -0.2968 0.9130 -0.1228 -1.03 -0.06 0.24 0.14
C -1.3291 0.5443 0.7315 -0.15 0.25 0.18 0.19
N -1.2481 -0.3098 1.7135 -0.69 -0.36 0.39 0.13
C -0.2058 -1.0191 2.1200 -0.17 0.20 -0.04 -0.01
C -0.4637 -1.8820 3.2160 0.33 -0.28 0.09 0.05
C 0.5355 -2.6309 3.7677 -0.22 0.26 -0.24 0.03
C 1.8265 -2.5029 3.2373 0.13 0.23 -0.43 0.07
C 2.0210 -1.6644 2.1604 0.91 -0.92 0.64 -0.01
N 1.0515 -0.9551 1.5714 -0.69 0.41 -0.10 0.08
C -2.5142 1.2416 0.3377 0.50 0.33 -0.52 -0.03
C -3.8422 1.1491 0.7470 -0.18 0.05 0.06 0.04
C -4.7777 1.9309 0.0983 0.09 -0.34 0.37 0.02
C -4.4084 2.7933 -0.9422 0.25 0.23 -0.29 0.04
C -3.0997 2.8901 -1.3665 -0.07 0.06 0.04 0.00
C -2.1468 2.1111 -0.7203 0.07 -0.53 0.53 0.02
H 4.4460 1.4913 -4.0628 0.06 -0.07 0.08 0.00
H 3.3589 3.7189 -4.4585 0.04 0.12 -0.09 0.00
H 1.2557 4.2271 -3.2223 -0.15 0.09 -0.01 0.00
H 3.5390 0.0314 -2.3268 -0.11 0.04 -0.01 0.00
H -1.4787 -1.9080 3.5753 -0.09 0.03 0.03 0.00
H 0.3364 -3.2995 4.5915 0.00 -0.03 0.09 0.00
H 2.6454 -3.0669 3.6502 0.20 0.06 -0.04 0.00
H 3.0148 -1.5608 1.7391 -0.12 -0.02 -0.02 0.01
H -4.1119 0.4732 1.5444 -0.09 -0.04 0.08 0.00
H -5.8163 1.8718 0.3943 -0.03 0.01 0.01 0.00
H -5.1653 3.3925 -1.4257 -0.09 0.02 -0.05 0.00
H -2.8005 3.5253 -2.1846 -0.05 0.14 -0.09 0.00
C 1.5645 -1.5573 -1.3486 0.27 0.23 0.37 -0.04
H 2.6323 -1.7881 -1.3932 0.04 0.09 0.03 0.01
H 1.1849 -1.4313 -2.3625 -0.02 0.26 0.12 0.00
H 1.0458 -2.4006 -0.8997 0.06 0.13 0.18 -0.01
F 6.8508 1.8737 0.3562 -0.51 0.08 0.13 0.00
C 6.0344 0.8573 0.1227 0.29 -0.33 0.04 0.00
F 6.1518 0.5185 -1.1657 -0.34 0.15 0.14 0.00
F 6.4150 -0.1823 0.8581 -0.07 0.02 0.12 0.00
S 4.2316 1.2294 0.4709 2.44 1.07 0.13 0.08
O 3.6452 -0.0559 0.1144 -0.87 -1.12 -0.29 0.01
O 3.8682 2.3446 -0.3349 0.17 0.37 -0.23 0.00
N 4.2135 1.4789 2.0163 -0.07 -0.21 -0.01 -0.01
S 2.8501 2.1505 2.4628 0.35 0.58 0.94 0.00
O 2.5237 1.9036 3.8205 0.24 -0.04 0.11 0.00
O 1.8225 1.8930 1.4765 -0.92 -0.16 -0.78 0.03
C 3.1884 4.0089 2.3326 0.12 0.58 -0.05 0.00
F 2.3632 4.5802 1.4628 -0.02 -0.28 0.00 0.00
F 3.0265 4.6034 3.5110 -0.11 -0.38 0.00 0.00
F 4.4423 4.2290 1.9385 -0.12 -0.22 -0.02 0.00
O -2.5061 -0.6117 -2.3809 0.51 0.14 -0.01 0.09
C -2.0662 -1.3330 -1.5068 -3.04 0.29 -1.72 0.05
O -0.9953 -1.4087 -0.9059 1.45 -0.61 0.98 0.61
C -3.0818 -2.4213 -0.9853 0.63 -0.17 0.44 0.09
C -4.3505 -2.4796 -1.5386 0.18 0.17 -0.09 0.02
C -5.2545 -3.4045 -1.0495 -0.10 -0.21 0.23 0.01
C -4.8710 -4.2521 -0.0154 0.98 0.93 -0.53 0.00
C -3.5872 -4.2083 0.5171 -0.31 -0.22 0.14 0.00
C -2.6868 -3.2825 0.0278 -0.15 0.01 -0.07 -0.02
N -5.8242 -5.1908 0.5228 -0.43 -0.44 0.23 0.00
O -6.9156 -5.2462 -0.0045 -0.15 -0.07 0.00 0.00
O -5.4751 -5.8621 1.4724 -0.05 -0.12 0.09 0.00
H -4.6144 -1.8023 -2.3364 -0.01 0.05 0.00 0.00
H -6.2560 -3.4697 -1.4465 -0.01 0.00 -0.01 0.00
H -3.3232 -4.8923 1.3104 0.01 0.02 0.00 0.00
H -1.6856 -3.2098 0.4229 -0.01 -0.08 0.12 -0.01
```
Positions in Å, forces in eV/Å.

Computed properties:
HOMO level (spin up / spin down): -0.2141 / -0.3046 Ha
2S+1: 5
expectation value of S²: 6.04
LUMO energy (spin up / spin down): -0.9031 / -4.0193 eV